(1)
{"formula": "C4H6Cl2N3O", "method": "wB97M-V/def2-TZVPD", "elements": ["C", "C", "C", "C", "N", "N", "N", "O", "Cl", "Cl", "H", "H", "H", "H", "H", "H"], "positions_angstrom": [[-0.046, -0.151, 1.962], [-1.327, -0.691, -0.090], [1.023, -1.310, 0.253], [0.904, 2.035, -1.850], [0.945, -0.973, 1.453], [-1.352, -0.269, 1.119], [-0.175, -1.125, -0.624], [0.904, 1.007, -1.210], [-2.760, -0.948, -0.927], [2.297, -2.067, -0.541], [-0.450, -0.330, 3.008], [1.010, 2.115, -2.958], [1.247, 2.944, -1.260], [0.158, 0.945, 1.741], [-2.314, -0.020, 1.515], [-0.064, -1.163, -1.593]], "max_force_ev_per_a": 3.55, "spin_multiplicity": 1, "e_lumo_ev": -3.98, "total_charge": 1, "orbital_gap_ev": 9.99, "molar_mass_g_mol": 183.0, "de_lowest_ev": 0.944}

(2)
{"formula": "C3H2Cl3N", "method": "wB97M-V/def2-TZVPD", "elements": ["N", "C", "C", "Cl", "Cl", "C", "Cl", "H", "H"], "positions_angstrom": [[-1.579, 0.687, -2.049], [-1.098, 0.166, -1.126], [-0.370, -0.353, 0.029], [-1.470, 0.479, 1.570], [-0.620, -2.089, 0.015], [1.059, 0.018, 0.384], [1.243, 1.764, 0.019], [1.058, -0.212, 1.397], [1.777, -0.460, -0.238]], "smiles": "N#CC(Cl)(Cl)CCl", "max_force_ev_per_a": 3.09, "spin_multiplicity": 1, "e_lumo_ev": -1.06, "total_charge": 0, "orbital_gap_ev": 10.36, "molar_mass_g_mol": 158.4, "de_lowest_ev": 0.546}

(3)
{"formula": "C4H9NO2", "method": "wB97M-V/def2-TZVPD", "elements": ["C", "C", "C", "O", "N", "C", "O", "H", "H", "H", "H", "H", "H", "H", "H", "H"], "positions_angstrom": [[-1.073, 1.498, -0.236], [-0.231, 0.323, 0.249], [-0.969, -1.015, 0.117], [-0.430, -2.038, 0.904], [1.056, 0.297, -0.470], [2.419, -0.472, -0.052], [2.330, -1.375, 0.725], [-0.503, 2.432, -0.191], [-1.968, 1.611, 0.383], [-1.398, 1.345, -1.273], [0.021, 0.449, 1.308], [-2.004, -0.875, 0.453], [-1.012, -1.287, -0.955], [0.540, -2.025, 0.819], [0.983, 0.344, -1.488], [2.240, 0.787, -0.292]], "max_force_ev_per_a": 1.01, "spin_multiplicity": 1, "e_lumo_ev": 0.79, "total_charge": 0, "orbital_gap_ev": 9.87, "molar_mass_g_mol": 103.1, "de_lowest_ev": 4.533}

(4)
{"formula": "C24H12Cl5N3Sn", "method": "wB97M-V/def2-TZVPD", "elements": ["Sn", "C", "C", "N", "C", "C", "C", "C", "C", "C", "C", "N", "C", "C", "C", "C", "C", "C", "C", "C", "N", "C", "H", "H", "H", "H", "H", "H", "H", "H", "H", "H", "H", "H", "Cl", "C", "C", "C", "Cl", "C", "Cl", "C", "Cl", "C", "Cl"], "positions_angstrom": [[0.152, -0.068, 0.108], [-0.492, -3.925, 2.180], [-0.052, -2.632, 1.930], [-0.162, -2.077, 0.726], [-0.725, -2.771, -0.325], [-1.225, -4.069, -0.121], [-1.087, -4.633, 1.162], [-1.829, -4.749, -1.208], [-1.904, -4.137, -2.420], [-1.375, -2.841, -2.635], [-0.769, -2.153, -1.619], [-0.121, -0.918, -1.670], [0.592, -0.310, -2.705], [0.405, -0.429, -4.055], [1.293, 0.190, -4.969], [2.362, 0.919, -4.549], [2.587, 1.085, -3.160], [3.675, 1.807, -2.632], [3.840, 1.939, -1.273], [2.901, 1.368, -0.425], [1.870, 0.671, -0.897], [1.691, 0.495, -2.252], [-0.368, -4.347, 3.166], [0.385, -2.027, 2.713], [-1.453, -5.637, 1.338], [-2.224, -5.745, -1.056], [-2.374, -4.642, -3.252], [-1.468, -2.411, -3.619], [-0.423, -0.991, -4.454], [1.105, 0.068, -6.027], [3.041, 1.377, -5.255], [4.386, 2.259, -3.313], [4.675, 2.481, -0.854], [2.970, 1.479, 0.649], [1.242, 0.643, 2.803], [-0.203, 1.581, 2.503], [-0.812, 1.372, 1.277], [-1.936, 2.096, 0.925], [-2.638, 1.821, -0.617], [-2.465, 3.023, 1.824], [-3.856, 3.912, 1.406], [-1.843, 3.215, 3.067], [-2.482, 4.342, 4.165], [-0.691, 2.492, 3.421], [0.084, 2.722, 4.920]], "max_force_ev_per_a": 0.73, "spin_multiplicity": 1, "e_lumo_ev": -6.76, "total_charge": 2, "orbital_gap_ev": 7.19, "molar_mass_g_mol": 638.4, "de_lowest_ev": 0.000}

(5)
{"formula": "C3H13NO3S", "method": "wB97M-V/def2-TZVPD", "elements": ["N", "C", "C", "O", "C", "S", "H", "H", "H", "H", "H", "H", "H", "H", "H", "O", "H", "H", "O", "H", "H"], "positions_angstrom": [[0.587, -0.044, 2.423], [-0.619, 0.225, 1.590], [-1.047, -1.063, 0.746], [-1.259, -2.100, 1.730], [-0.159, 1.207, 0.616], [-1.685, 1.980, -0.172], [0.678, -1.036, 2.711], [0.545, 0.537, 3.275], [-1.341, 0.619, 2.382], [-0.341, -1.348, 0.057], [-2.151, -0.888, 0.278], [-0.647, -2.871, 1.711], [0.365, 0.819, -0.335], [0.560, 2.049, 1.001], [-1.283, 1.424, -1.427], [2.420, 0.476, -2.459], [2.795, 1.356, -2.215], [1.570, 0.856, -2.885], [-0.152, -0.597, -2.991], [0.441, -0.874, -3.748], [0.721, -0.726, -2.289]], "smiles": "N[C@H](CO)CS.O.O", "max_force_ev_per_a": 6.00, "spin_multiplicity": 1, "e_lumo_ev": 0.29, "total_charge": 0, "orbital_gap_ev": 9.13, "molar_mass_g_mol": 143.2, "de_lowest_ev": 2.741}

(6)
{"formula": "C3H11NOS", "method": "wB97M-V/def2-TZVPD", "elements": ["C", "C", "C", "S", "N", "H", "H", "H", "H", "H", "H", "H", "H", "H", "H", "H", "O"], "positions_angstrom": [[-1.656, -0.252, -0.391], [-0.187, -0.193, -0.020], [0.708, -1.067, -0.881], [2.484, -0.799, -0.448], [-2.461, 0.490, 0.570], [-1.790, 0.078, -1.420], [-1.976, -1.309, -0.338], [-0.094, -0.504, 1.042], [0.202, 0.841, -0.070], [0.501, -2.131, -0.749], [0.581, -0.857, -1.945], [1.803, -1.767, 0.856], [-3.444, 0.559, 0.370], [-2.067, 1.425, 0.663], [2.374, 1.081, 0.681], [2.907, 2.469, 0.986], [2.116, 1.936, 1.092]], "max_force_ev_per_a": 5.12, "spin_multiplicity": 1, "e_lumo_ev": -0.44, "total_charge": 0, "orbital_gap_ev": 8.82, "molar_mass_g_mol": 109.2, "de_lowest_ev": 1.902}

(7)
{"formula": "C6H17ClNO4P2", "method": "wB97M-V/def2-TZVPD", "elements": ["N", "C", "C", "C", "P", "P", "O", "Cl", "H", "H", "H", "H", "H", "H", "H", "H", "H", "H", "H", "H", "H", "C", "C", "O", "C", "O", "O", "H", "H", "H", "H"], "positions_angstrom": [[0.672, 0.064, 0.058], [-0.498, -0.862, 0.007], [-1.595, -0.443, 0.968], [-2.875, -1.273, 0.909], [-3.919, -1.202, -0.692], [-4.920, 0.807, -0.322], [-3.642, 1.893, -0.377], [-5.409, 0.903, 1.758], [0.718, 0.420, 1.010], [0.384, 0.880, -0.476], [-0.838, -0.869, -1.020], [-0.141, -1.859, 0.251], [-1.781, 0.625, 0.861], [-1.166, -0.573, 1.966], [-3.462, -1.049, 1.796], [-2.557, -2.312, 1.015], [-5.045, -1.832, 0.027], [-4.745, -1.156, -1.914], [-2.859, -0.438, -1.430], [-3.392, -2.493, -1.147], [-2.909, 1.393, -0.796], [4.169, 0.616, 0.195], [4.693, 1.827, -0.546], [6.109, 1.598, -0.551], [6.323, 0.267, -0.408], [7.379, -0.261, -0.538], [5.173, -0.369, -0.100], [3.188, 0.292, -0.149], [4.139, 0.770, 1.275], [4.340, 1.868, -1.578], [4.466, 2.768, -0.053]], "max_force_ev_per_a": 1.11, "spin_multiplicity": 1, "e_lumo_ev": 2.40, "total_charge": -1, "orbital_gap_ev": 5.88, "molar_mass_g_mol": 264.6}